Record 1
# C81H185N11O17

11 unconnected molecules or ions with the total composition C81H185N11O17 (ωB97M-V/def2-TZVPD, the Open Molecules 2025 dataset).

ORCA input file:
```
! wB97M-V def2-TZVPD RIJCOSX def2/J DEFGRID3
* xyz 1 2
C -8.042 2.905 1.670
C -6.827 3.495 2.414
C -7.275 4.504 3.484
C -6.206 4.907 4.521
C -5.558 3.595 5.098
C -5.082 2.627 4.020
N -6.199 2.385 3.041
O -5.932 1.224 2.259
C -3.734 3.145 3.433
C -4.783 1.230 4.776
C -5.974 4.180 1.391
H -8.574 3.719 1.176
H -8.722 2.481 2.409
H -7.691 2.225 0.895
H -7.685 5.366 2.958
H -8.211 4.178 3.939
H -6.712 5.574 5.219
H -5.330 5.392 4.090
H -6.307 3.050 5.671
H -4.730 3.831 5.767
H -3.861 4.153 3.039
H -2.924 3.226 4.158
H -3.454 2.509 2.593
H -4.323 0.473 4.141
H -4.078 1.492 5.566
H -5.719 0.915 5.236
H -5.445 3.437 0.795
H -5.307 4.900 1.864
H -6.641 4.866 0.868
H -6.633 0.598 2.456
C 2.520 7.979 3.313
C 1.406 6.929 2.727
C 1.488 5.574 3.375
C 0.809 5.394 4.770
C -0.672 5.816 4.575
C -0.785 7.279 4.136
N 0.005 7.503 2.853
O -0.163 8.757 2.338
C -2.287 7.365 3.640
C -0.619 8.256 5.327
C 1.683 6.769 1.162
H 2.653 8.714 2.519
H 3.442 7.450 3.555
H 2.102 8.583 4.118
H 1.116 4.820 2.681
H 2.564 5.522 3.540
H 1.290 5.891 5.612
H 0.670 4.361 5.088
H -1.139 5.697 5.552
H -1.174 5.156 3.867
H -2.624 8.325 3.249
H -2.637 6.567 2.985
H -2.993 7.171 4.448
H 0.422 8.485 5.558
H -1.139 9.191 5.117
H -1.196 7.751 6.101
H 1.983 7.738 0.764
H 0.743 6.476 0.695
H 2.416 5.985 0.967
H -0.651 8.518 1.546
C -3.249 -2.113 -7.311
C -2.841 -2.106 -5.823
C -1.796 -1.010 -5.759
C -2.496 0.429 -5.605
C -3.555 0.465 -4.464
C -4.661 -0.670 -4.535
N -3.980 -1.937 -4.960
O -4.830 -3.046 -4.966
C -5.277 -0.830 -3.153
C -5.706 -0.391 -5.619
C -2.091 -3.404 -5.484
H -3.943 -2.914 -7.565
H -2.428 -1.993 -8.018
H -3.850 -1.221 -7.486
H -1.285 -1.071 -4.799
H -1.085 -0.993 -6.585
H -2.981 0.696 -6.544
H -1.636 1.082 -5.457
H -4.017 1.415 -4.731
H -3.082 0.650 -3.499
H -5.710 0.110 -2.809
H -6.168 -1.447 -3.033
H -4.507 -1.063 -2.418
H -6.364 0.437 -5.356
H -5.233 -0.097 -6.556
H -6.298 -1.285 -5.816
H -2.135 -3.710 -4.439
H -1.066 -3.500 -5.843
H -2.620 -4.209 -5.996
H -4.474 -3.570 -4.244
C 7.403 -1.202 0.380
C 7.078 0.318 0.426
C 7.205 0.951 -1.039
C 6.698 2.376 -0.998
C 5.293 2.451 -0.537
C 5.092 1.800 0.904
N 5.691 0.438 0.875
O 5.383 -0.224 2.076
C 5.509 2.695 2.051
C 3.572 1.688 0.926
C 8.123 0.985 1.431
H 6.685 -1.834 -0.144
H 7.366 -1.780 1.303
H 8.334 -1.497 -0.105
H 8.278 0.898 -1.222
H 6.553 0.389 -1.707
H 6.786 2.781 -2.007
H 7.428 2.964 -0.441
H 4.660 1.829 -1.170
H 5.129 3.525 -0.624
H 4.780 3.499 2.152
H 5.572 2.190 3.015
H 6.366 3.346 1.875
H 3.136 2.621 0.571
H 3.093 0.924 0.313
H 3.247 1.282 1.884
H 8.966 0.356 1.718
H 7.679 1.329 2.365
H 8.531 1.884 0.968
H 4.588 -0.659 1.758
C -2.023 -1.793 -1.042
C -0.715 -1.337 -0.293
C 0.361 -0.949 -1.237
C 0.086 0.323 -2.036
C 0.112 1.425 -0.954
C -0.927 1.216 0.256
N -0.865 -0.207 0.693
O -1.824 -0.429 1.663
C -0.585 2.188 1.511
C -2.363 1.639 -0.294
C -0.087 -2.525 0.463
H -2.870 -1.483 -0.430
H -1.923 -2.835 -1.345
H -2.338 -1.159 -1.871
H 1.357 -0.913 -0.797
H 0.455 -1.714 -2.008
H -0.775 0.404 -2.699
H 0.823 0.310 -2.839
H -0.112 2.407 -1.371
H 1.143 1.548 -0.622
H -0.943 1.908 2.502
H 0.457 2.434 1.310
H -1.115 3.135 1.408
H -2.793 1.076 -1.122
H -3.155 1.730 0.450
H -2.234 2.674 -0.609
H 0.747 -2.180 1.074
H 0.161 -3.309 -0.252
H -0.783 -2.924 1.201
H -1.258 -0.536 2.431
C 8.007 -7.662 -2.305
O 6.818 -6.843 -2.012
C 6.694 -6.419 -0.668
C 5.463 -5.453 -0.521
N 4.987 -5.149 0.794
C 3.640 -4.518 0.914
C 3.168 -4.310 2.380
O 3.666 -3.118 2.913
C 3.179 -2.652 4.106
H 8.919 -7.338 -1.803
H 8.341 -7.703 -3.342
H 7.881 -8.685 -1.952
H 7.567 -5.789 -0.495
H 6.617 -7.253 0.030
H 4.666 -6.042 -0.975
H 5.663 -4.644 -1.224
H 5.083 -6.056 1.229
H 2.911 -5.243 0.551
H 3.563 -3.656 0.252
H 3.538 -5.155 2.962
H 2.085 -4.434 2.379
H 3.456 -1.601 4.195
H 3.695 -3.195 4.898
H 2.109 -2.629 4.312
C 8.472 -3.691 -2.382
O 8.219 -2.293 -2.483
C 7.432 -2.017 -3.674
C 5.991 -2.424 -3.288
N 4.936 -2.049 -4.322
C 4.575 -0.654 -4.331
C 3.276 -0.442 -5.139
O 3.262 -1.259 -6.350
C 2.305 -1.039 -7.360
H 8.977 -3.694 -1.416
H 9.224 -3.883 -3.147
H 7.565 -4.276 -2.234
H 7.649 -2.495 -4.629
H 7.537 -0.962 -3.926
H 5.694 -2.264 -2.252
H 5.945 -3.494 -3.084
H 4.228 -2.599 -4.786
H 5.351 -0.032 -4.776
H 4.351 -0.140 -3.396
H 2.881 0.536 -5.414
H 2.506 -0.752 -4.432
H 2.241 -1.700 -8.225
H 2.458 -0.010 -7.685
H 1.338 -1.090 -6.861
C -0.676 -7.046 1.642
O -0.799 -7.307 0.252
C 0.183 -6.746 -0.585
C -0.031 -6.937 -2.023
N 0.849 -6.218 -2.992
C 2.138 -6.946 -3.272
C 2.956 -6.100 -4.200
O 2.458 -6.041 -5.567
C 2.215 -4.788 -6.067
H -1.595 -7.270 2.183
H -0.266 -6.065 1.883
H -0.036 -7.826 2.056
H 1.178 -7.095 -0.310
H 0.121 -5.667 -0.443
H -1.032 -6.543 -2.198
H -0.067 -8.006 -2.230
H 0.453 -6.037 -3.904
H 2.092 -7.956 -3.679
H 2.567 -7.110 -2.284
H 4.032 -6.275 -4.204
H 2.859 -5.156 -3.663
H 1.718 -4.678 -7.031
H 3.209 -4.347 -6.142
H 1.633 -4.244 -5.323
C -1.672 13.012 -4.046
O -0.790 12.309 -3.283
C -0.957 12.197 -1.933
C -0.507 10.859 -1.385
N -1.113 9.848 -2.208
C -1.004 8.441 -1.841
C -2.200 8.239 -0.923
O -2.413 6.845 -0.478
C -3.072 6.021 -1.459
H -2.707 12.700 -3.906
H -1.381 12.934 -5.093
H -1.580 14.066 -3.783
H -2.007 12.263 -1.645
H -0.450 13.018 -1.427
H -0.851 10.893 -0.351
H 0.580 10.930 -1.427
H -0.787 9.932 -3.161
H -0.151 8.216 -1.202
H -1.025 7.784 -2.711
H -3.005 8.562 -1.581
H -2.076 8.922 -0.083
H -4.040 6.411 -1.775
H -3.016 5.021 -1.030
H -2.498 5.876 -2.374
C -2.476 -12.298 -1.150
O -2.171 -10.991 -1.725
C -3.009 -10.526 -2.746
C -2.946 -8.987 -2.818
N -3.978 -8.451 -3.657
C -3.999 -7.008 -3.732
C -4.316 -6.210 -2.450
O -4.711 -4.845 -2.678
C -4.849 -4.207 -1.411
H -3.240 -12.719 -1.804
H -2.952 -12.272 -0.169
H -1.607 -12.954 -1.110
H -4.068 -10.692 -2.547
H -2.709 -11.042 -3.658
H -1.941 -8.753 -3.171
H -2.915 -8.491 -1.848
H -3.805 -8.815 -4.583
H -4.875 -6.711 -4.308
H -3.134 -6.681 -4.310
H -3.398 -6.343 -1.877
H -5.092 -6.725 -1.883
H -5.679 -4.622 -0.840
H -4.742 -3.184 -1.774
H -3.957 -4.505 -0.860
C -3.576 -1.860 8.582
O -2.273 -2.401 8.559
C -1.702 -2.483 9.836
C -0.258 -2.295 9.732
N 0.300 -1.012 9.499
C 0.533 -0.583 8.106
C -0.726 0.205 7.526
O -0.320 0.676 6.323
C -1.462 1.034 5.468
H -4.122 -2.335 9.397
H -4.236 -1.943 7.718
H -3.505 -0.824 8.912
H -1.862 -3.515 10.149
H -2.107 -1.739 10.521
H 0.174 -3.095 9.130
H 0.019 -2.553 10.754
H -0.353 -0.342 9.879
H 0.833 -1.347 7.389
H 1.389 0.087 8.022
H -1.041 0.976 8.230
H -1.541 -0.516 7.467
H -1.248 1.499 4.506
H -1.986 1.843 5.977
H -2.080 0.171 5.221
*
```

The value obtained for the HOMO energy (spin up / spin down) is -9.0 / -9.0 eV. For the HOMO-LUMO gap (spin up / spin down), the calculation gives 7.2 / 2.9 eV. As for the energy: -5077.4546 hartree. The value obtained for the molecular weight is 1585.43 g/mol. The LUMO energy (spin up / spin down) is -1.9 / -6.1 eV.

---

Record 2
# C17H18BHgN7O3S

A molecular structure, C17H18BHgN7O3S (ωB97M-V/def2-TZVPD, the Open Molecules 2025 dataset).

ORCA input file:
```
! wB97M-V def2-TZVPD RIJCOSX def2/J DEFGRID3
* xyz 0 1
H 1.552 -0.832 1.997
N 0.627 -2.071 0.575
B -1.029 -3.452 -0.680
N -0.186 -3.155 0.595
C -0.298 -3.549 1.880
Hg 0.082 -0.057 -1.902
H -0.891 -4.416 2.128
C 0.446 -2.680 2.675
H 0.564 -2.707 3.740
C 1.009 -1.744 1.808
H -1.467 -4.564 -0.655
C -0.590 1.629 -3.016
H -0.335 2.501 -2.398
H -1.676 1.568 -3.151
H -0.069 1.663 -3.980
N -0.188 -3.148 -1.972
N -2.166 -2.386 -0.665
N 0.427 -1.909 -2.333
N -1.805 -1.068 -0.680
C 0.101 -4.066 -2.909
C -3.500 -2.498 -0.514
H -0.311 -5.063 -2.818
H -3.962 -3.473 -0.460
C 0.917 -3.496 -3.879
C -4.027 -1.208 -0.467
C 1.133 -2.180 -3.485
C -2.926 -0.341 -0.566
H 1.304 -3.986 -4.755
H -5.059 -0.935 -0.376
H 1.723 -1.411 -3.970
H -2.890 0.740 -0.568
H 0.894 -1.662 -0.317
O 3.252 1.549 3.346
S 1.863 1.939 3.334
O 1.156 1.996 4.590
N 1.024 1.156 2.170
C 0.545 1.900 1.154
O -0.100 1.456 0.167
C 0.901 3.340 1.366
C 0.621 4.458 0.569
C 1.177 5.695 0.917
C 1.993 5.821 2.056
C 2.240 4.707 2.873
C 1.680 3.491 2.493
H -0.024 4.331 -0.299
H 0.983 6.575 0.301
H 2.435 6.785 2.309
H 2.852 4.757 3.771
*
```

The value obtained for the HOMO energy is -8.4 eV. For the HOMO-LUMO gap, the calculation gives 8.4 eV. As for the energy: -1844.0581 hartree. The value obtained for the molecular weight is 611.85 g/mol. The LUMO energy is 0.0 eV.